Record 1
{
  "formula": "C27H25As2Cl2FeN2O9S",
  "method": "ωB97M-V/def2-TZVPD",
  "homo_lumo_gap_ev": [5.8070, 5.4416],
  "total_charge": 2,
  "homo_energy_ev": [-14.2, -14.2],
  "multiplicity": 6,
  "s_squared": 8.86,
  "symbols": ["Fe", "Cl", "C", "C", "C", "C", "C", "Cl", "C", "S", "H", "H", "H", "N", "C", "C", "C", "C", "C", "C", "C", "H", "H", "H", "H", "O", "N", "C", "O", "C", "O", "C", "C", "As", "C", "C", "C", "As", "C", "C", "O", "O", "C", "C", "O", "O", "C", "C", "O", "O", "C", "H", "H", "H", "H", "H", "H", "H", "H", "H", "H", "H", "H", "H", "H", "H", "H", "H", "H"],
  "positions_angstrom": [[-0.58641, -0.54108, -1.27579], [1.67186, -0.21761, -1.75175], [1.97327, 1.44809, -2.21324], [3.25818, 1.79660, -2.43548], [3.53151, 3.13829, -2.77516], [2.52605, 4.07798, -2.89213], [1.21172, 3.71563, -2.66072], [0.00985, 4.90719, -2.79335], [0.87457, 2.36328, -2.30204], [-0.71013, 1.92815, -1.97341], [4.05997, 1.06981, -2.36101], [4.56065, 3.43585, -2.94149], [2.75403, 5.10404, -3.16182], [-8.78160, -1.29859, -2.72118], [-7.63102, -1.35170, -2.67981], [-6.18968, -1.40862, -2.59839], [-5.59840, -2.19407, -1.59890], [-4.23200, -2.19835, -1.47468], [-3.47173, -1.43917, -2.37662], [-4.05593, -0.68562, -3.41099], [-5.42088, -0.65910, -3.50567], [-6.22210, -2.79056, -0.94494], [-3.73244, -2.78439, -0.71227], [-3.42749, -0.13019, -4.09923], [-5.91246, -0.07308, -4.27278], [-1.38457, -0.93911, -3.03037], [-2.10655, -1.50911, -2.20371], [-3.29158, 2.16523, 0.01624], [-2.19947, 1.29357, 0.41917], [-1.25288, 1.89635, 1.18194], [-1.28329, 3.06858, 1.42315], [-0.16773, 0.95047, 1.60596], [0.99955, 1.45540, 2.02229], [2.42061, 0.44974, 2.94332], [3.96755, 1.23362, 2.06343], [2.33239, -1.24219, 1.95458], [1.22176, -1.79668, 1.49425], [-0.47786, -0.91061, 1.15444], [-1.60645, -1.52811, 2.57830], [1.15774, -3.18374, 0.90765], [0.52717, -3.41434, -0.10605], [1.81983, -4.07298, 1.60837], [1.80212, -5.45699, 1.14852], [3.61519, -2.01668, 2.26167], [4.00651, -1.98250, 3.39130], [4.31714, -2.65692, 1.32174], [4.06925, -2.47028, -0.08299], [1.36889, 2.91010, 1.75228], [1.80249, 3.15353, 0.65617], [1.34232, 3.81455, 2.71078], [0.69204, 3.50312, 3.97942], [-2.95262, 2.86283, -0.74346], [-3.65879, 2.72085, 0.86975], [-4.06456, 1.51011, -0.37355], [4.14395, 2.20759, 2.51304], [3.81731, 1.35512, 0.99555], [4.82286, 0.59463, 2.27694], [-1.09883, -1.28397, 3.49968], [-1.76510, -2.59603, 2.49947], [-2.55285, -1.00733, 2.51424], [2.67172, -5.62183, 0.52254], [0.89613, -5.65607, 0.59349], [1.86344, -6.06088, 2.04096], [4.99045, -2.74080, -0.58259], [3.83069, -1.43388, -0.30173], [3.27295, -3.12448, -0.43547], [-0.38084, 3.46746, 3.83597], [0.95285, 4.31304, 4.64872], [1.05970, 2.56684, 4.38745]],
  "atomic_forces_ev_per_a": [[0.34, 0.87, 0.53], [0.68, -0.09, -0.09], [-0.64, 0.23, 0.09], [0.41, 0.18, -0.11], [0.13, 0.04, -0.01], [0.24, 0.04, -0.05], [-0.04, -0.25, 0.10], [-0.09, -0.11, 0.04], [0.28, -0.04, 0.02], [0.11, -0.28, -0.06], [-0.08, 0.12, 0.00], [-0.08, -0.03, -0.02], [-0.02, -0.15, 0.07], [0.54, -0.02, 0.01], [-0.16, -0.03, -0.01], [-0.30, -0.01, 0.06], [-0.29, -0.01, -0.03], [0.09, 0.03, 0.04], [0.09, -0.38, -0.08], [0.22, 0.04, -0.08], [-0.20, 0.02, -0.05], [0.02, 0.09, -0.02], [-0.01, 0.02, -0.06], [-0.10, -0.06, 0.08], [0.01, -0.05, 0.07], [0.18, -0.13, -1.05], [-1.29, -0.13, -0.01], [-0.02, -0.18, 0.04], [-0.27, -0.17, 0.33], [0.22, 0.09, -0.49], [0.13, -0.03, 0.28], [-0.21, 0.13, -0.19], [0.21, 0.09, -0.15], [-0.08, -0.01, 0.05], [0.07, 0.03, 0.01], [0.37, -0.07, 0.49], [-0.36, -0.37, -0.65], [0.56, 0.38, 0.64], [-0.15, -0.16, -0.22], [0.06, -0.04, 0.06], [-0.18, 0.29, -0.06], [-0.10, -0.10, 0.07], [0.09, 0.27, 0.02], [0.07, 0.01, -0.32], [-0.11, 0.01, 0.15], [-0.16, 0.20, -0.21], [-0.06, -0.05, 0.36], [-0.23, 0.01, 0.38], [0.02, -0.08, -0.21], [-0.11, -0.28, 0.37], [0.19, 0.13, -0.41], [0.04, 0.04, -0.01], [-0.03, 0.02, 0.13], [0.02, -0.04, -0.02], [0.06, 0.06, 0.01], [0.01, -0.02, -0.09], [0.03, 0.01, 0.00], [0.07, 0.01, 0.28], [-0.03, -0.19, 0.01], [-0.19, 0.09, 0.04], [0.10, 0.01, -0.07], [-0.14, 0.00, -0.05], [0.03, -0.06, 0.15], [0.12, -0.03, -0.01], [-0.03, 0.14, 0.00], [-0.03, -0.02, 0.01], [-0.15, 0.01, -0.08], [0.05, 0.07, -0.03], [0.07, -0.10, 0.05]],
  "mulliken_spin": [3.623, 0.044, 0.086, 0.020, 0.159, -0.047, 0.145, 0.045, 0.010, 0.608, 0.006, 0.006, 0.003, 0.005, -0.001, 0.009, -0.006, -0.005, 0.050, 0.007, -0.002, 0.000, -0.006, -0.002, 0.001, 0.096, 0.054, 0.003, 0.022, -0.020, 0.000, 0.004, 0.014, 0.003, 0.001, -0.013, 0.024, 0.028, 0.009, 0.005, 0.005, 0.001, 0.000, 0.000, 0.000, 0.000, 0.000, -0.001, 0.007, 0.000, 0.000, -0.004, 0.000, 0.002, 0.000, 0.001, 0.000, 0.001, 0.001, 0.001, 0.000, 0.000, 0.000, 0.000, 0.000, 0.000, 0.000, 0.000, 0.000]
}

---

Record 2
{
  "formula": "C27H25AuF5N5S",
  "method": "ωB97M-V/def2-TZVPD",
  "homo_lumo_gap_ev": 7.8158,
  "homo_energy_ev": -7.6,
  "multiplicity": 1,
  "e_above_lowest_kj_mol": 0.00,
  "symbols": ["Au", "C", "N", "C", "C", "N", "C", "C", "C", "C", "C", "C", "N", "C", "N", "C", "C", "C", "C", "C", "C", "N", "H", "H", "H", "H", "H", "H", "H", "H", "H", "H", "H", "H", "H", "H", "H", "F", "C", "C", "F", "C", "F", "C", "S", "C", "F", "C", "F", "C", "C", "C", "C", "C", "H", "H", "H", "H", "H", "H", "H", "H", "H", "H"],
  "positions_angstrom": [[-0.09581, -0.76797, 0.49808], [1.18464, 3.10904, 1.08645], [0.89956, 2.03230, 2.01495], [2.03669, 1.31405, 2.53017], [2.63052, 0.38953, 1.50692], [1.96972, -0.39246, 0.69649], [2.91684, -1.08640, -0.05214], [2.75144, -2.04444, -1.04709], [3.89560, -2.56953, -1.61260], [5.17360, -2.15700, -1.20409], [5.34766, -1.20998, -0.21399], [4.19098, -0.68764, 0.35184], [3.97116, 0.25632, 1.34216], [0.24536, 3.14535, -0.10001], [0.02540, 1.91587, -0.86589], [0.14431, 2.31467, -2.23012], [0.05276, 1.51553, -3.34267], [0.14884, 2.12714, -4.59462], [0.34737, 3.49598, -4.69447], [0.48696, 4.29793, -3.55956], [0.40261, 3.68095, -2.32717], [0.55975, 4.19682, -1.03958], [2.19279, 2.97254, 0.68214], [1.17362, 4.09615, 1.56677], [0.24242, 2.27469, 2.73784], [1.71051, 0.70693, 3.37742], [2.84611, 1.96587, 2.89795], [1.76081, -2.36327, -1.34474], [3.80873, -3.32014, -2.38642], [6.04361, -2.59407, -1.67554], [6.33387, -0.89506, 0.09991], [4.66695, 0.74712, 1.87580], [-0.13396, 0.45377, -3.24199], [0.05696, 1.52983, -5.49168], [0.41232, 3.95556, -5.67227], [0.66550, 5.36182, -3.65075], [0.26765, 5.13754, -0.83767], [-1.24130, -6.95088, 2.82141], [-1.45255, -5.74078, 2.29900], [-2.24822, -4.82382, 2.95859], [-2.80408, -5.15038, 4.12966], [-2.45788, -3.57146, 2.40744], [-3.22318, -2.72057, 3.09768], [-1.89383, -3.18505, 1.19559], [-2.22274, -1.59011, 0.50816], [-1.10850, -4.13924, 0.55385], [-0.52812, -3.86041, -0.61776], [-0.87843, -5.39255, 1.08980], [-0.10860, -6.27532, 0.44501], [-2.82134, 2.57719, -2.03189], [-2.45653, 3.02861, -0.61629], [-2.54561, 4.55724, -0.53310], [-3.50690, 2.43942, 0.33797], [-1.10217, 2.50298, -0.08437], [-3.87405, 2.81531, -2.20136], [-2.70086, 1.49894, -2.14936], [-2.23966, 3.07459, -2.80636], [-3.56883, 4.88152, -0.73626], [-1.90598, 5.03934, -1.27169], [-2.27475, 4.91686, 0.46294], [-4.50507, 2.78667, 0.06518], [-3.31439, 2.73897, 1.37110], [-3.49759, 1.34775, 0.30334], [-1.26331, 1.87917, 0.78880]],
  "atomic_forces_ev_per_a": [[0.16, -0.16, 0.29], [0.06, -0.02, -0.02], [0.01, -0.10, -0.10], [0.02, 0.04, 0.06], [-0.05, 0.07, 0.04], [-0.06, -0.02, -0.28], [0.08, 0.02, 0.06], [-0.01, -0.02, 0.00], [-0.01, 0.00, 0.01], [0.01, 0.01, 0.01], [0.01, -0.01, -0.01], [-0.03, 0.01, 0.00], [-0.02, 0.01, 0.02], [-0.31, 0.00, 0.03], [0.20, -0.15, 0.07], [-0.04, 0.01, 0.06], [-0.01, 0.00, -0.08], [0.00, -0.04, 0.04], [0.02, 0.04, 0.00], [0.00, 0.00, -0.02], [-0.07, -0.02, -0.07], [0.20, 0.01, 0.09], [-0.02, -0.01, 0.00], [0.01, 0.01, 0.03], [0.01, 0.04, 0.02], [-0.02, -0.01, -0.01], [-0.01, 0.00, 0.01], [-0.01, 0.00, -0.01], [0.00, 0.00, 0.00], [0.00, 0.00, 0.00], [0.00, 0.00, 0.00], [0.00, 0.02, -0.03], [0.00, 0.00, 0.02], [0.00, 0.00, 0.00], [0.00, 0.00, 0.00], [0.00, 0.00, 0.01], [-0.09, 0.01, -0.01], [0.00, 0.01, -0.01], [0.00, -0.01, 0.01], [-0.01, 0.00, 0.01], [0.01, 0.00, -0.01], [0.00, 0.01, 0.00], [0.01, -0.01, -0.01], [-0.04, -0.03, 0.02], [-0.05, 0.15, -0.12], [-0.02, -0.01, 0.05], [0.02, 0.01, -0.04], [0.00, 0.00, 0.00], [0.00, 0.00, -0.01], [-0.01, -0.05, -0.03], [0.10, 0.13, 0.18], [0.00, -0.01, -0.05], [-0.02, 0.00, 0.01], [-0.22, 0.11, -0.14], [0.00, -0.01, -0.02], [0.01, 0.00, 0.01], [0.02, 0.01, 0.01], [0.00, -0.03, 0.02], [0.01, 0.02, -0.02], [0.02, 0.00, 0.00], [0.00, -0.01, 0.00], [0.00, 0.02, 0.00], [0.00, 0.00, -0.01], [0.16, -0.09, -0.03]],
  "mulliken_charge": [0.075, -1.136, 0.030, -1.181, 0.758, -0.224, 0.911, -0.849, -0.685, -0.436, -1.062, 0.640, -0.088, 0.985, 0.193, -0.433, -0.551, -0.672, -0.473, -1.090, 0.895, -0.192, 0.332, 0.331, 0.263, 0.342, 0.330, 0.358, 0.415, 0.378, 0.396, 0.238, 0.537, 0.404, 0.388, 0.456, 0.350, -0.301, 0.559, 0.202, -0.294, 0.293, -0.322, 0.068, -0.390, 0.195, -0.347, 0.127, -0.305, -1.655, 2.097, -1.758, -1.867, -1.482, 0.529, 0.246, 0.259, 0.472, 0.318, 0.286, 0.493, 0.412, 0.325, 0.910]
}